Entry from the OMol25 dataset: a cluster of 12 separate species, C41H83N3O25S4 in total at a distorted geometry (wB97M-V/def2-TZVPD).

CARTESIAN COORDINATES (ANGSTROEM)
S  -5.04  -2.67  2.66
S  1.16  0.73  -1.10
S  4.66  -1.60  2.03
S  -3.45  2.60  -1.06
O  0.40  -0.45  7.43
O  0.20  -1.96  -7.83
O  0.85  -3.87  -0.17
O  -4.55  3.29  -0.45
O  0.29  -2.42  4.44
O  3.59  -0.62  2.71
O  4.81  4.44  2.30
O  -2.58  -0.13  -4.27
O  -0.86  3.10  4.74
O  3.35  2.53  -7.27
O  2.92  2.50  -5.10
O  -2.06  2.96  -0.85
O  1.28  -3.72  -7.03
O  0.59  0.70  0.37
O  -5.22  -3.12  1.33
O  -3.51  1.04  -0.67
O  -0.75  -1.87  8.73
O  -4.49  -1.18  2.55
O  5.14  -0.96  0.85
O  0.69  4.35  3.78
O  1.69  2.05  -1.23
O  -6.07  -2.69  3.67
O  5.51  -2.18  3.05
O  -0.29  -4.01  2.97
O  1.90  -0.47  -1.29
N  -0.99  -4.04  -1.45
N  -3.33  -1.08  -6.12
N  4.39  5.22  0.22
C  3.75  0.80  2.47
C  0.17  -0.54  -7.68
C  4.80  3.70  -5.69
C  4.71  5.37  1.52
C  -4.38  -0.40  3.79
C  5.04  6.81  2.01
C  -1.89  -3.93  -0.30
C  3.43  -2.87  1.54
C  0.08  -5.36  2.64
C  0.95  4.92  2.50
C  -4.74  0.27  -0.69
C  -0.67  -1.24  7.71
C  3.63  2.91  -6.17
C  -4.06  1.07  3.36
C  3.44  3.10  -3.88
C  1.25  -4.64  4.62
C  0.30  -0.61  0.95
C  -0.38  0.57  -2.07
C  -3.91  0.08  -6.74
C  -3.59  -3.54  3.38
C  0.18  0.25  6.17
C  1.17  -3.93  -2.56
C  -1.07  3.76  2.35
C  -0.96  -0.47  1.81
C  0.10  4.20  1.42
C  -1.32  0.21  5.89
C  0.74  -5.92  3.93
C  4.95  3.20  -4.25
C  1.30  -0.20  -6.69
C  0.39  -3.54  4.05
C  1.02  -2.56  -6.92
C  2.62  1.47  3.27
C  -0.49  3.69  3.77
C  -1.71  -1.07  6.60
C  -3.76  2.47  -2.83
C  -4.36  -1.09  -1.18
C  -2.79  -1.14  -4.91
C  0.35  -3.92  -1.31
C  -2.37  -2.55  -4.47
C  1.49  -1.49  -5.93
C  4.04  3.88  -0.29
H  -0.02  -6.38  4.57
H  2.20  0.01  -7.31
H  -1.09  1.34  -1.76
H  2.85  -3.13  2.43
H  -0.86  0.41  2.46
H  4.57  4.77  -5.66
H  0.77  6.01  2.59
H  -1.83  -2.97  0.21
H  5.63  3.83  -3.67
H  -3.86  -1.02  -2.15
H  -1.44  -2.45  -3.87
H  -5.35  -0.55  4.27
H  -0.87  -0.28  -7.39
H  -4.38  1.68  4.19
H  -3.39  -1.95  -6.64
H  -3.54  3.47  -3.24
H  3.64  0.97  1.41
H  -3.61  -0.91  4.38
H  -0.84  -5.87  2.36
H  -1.32  -4.08  -2.39
H  -2.99  1.10  3.20
H  2.54  -1.72  -5.72
H  4.75  1.05  2.82
H  1.23  0.65  -5.99
H  2.70  1.19  4.33
H  5.65  3.55  -6.35
H  2.98  4.08  -3.69
H  4.86  3.17  -0.38
H  -5.25  0.25  0.28
H  -4.68  1.20  2.47
H  1.99  4.77  2.28
H  0.59  -3.90  -3.49
H  -5.22  -1.76  -1.24
H  -2.71  -3.42  2.73
H  -3.87  -4.60  3.39
H  -3.11  1.73  -3.29
H  0.61  1.23  6.33
H  1.59  1.21  3.00
H  -0.12  0.66  -3.13
H  2.31  -4.50  4.42
H  3.21  2.48  -3.04
H  4.20  6.02  -0.38
H  0.14  -1.31  0.12
H  3.95  -3.75  1.14
H  0.77  -5.31  1.80
H  2.68  2.56  3.22
H  -3.44  -3.20  4.41
H  -4.17  0.83  -6.00
H  1.19  -0.97  1.47
H  1.80  -4.80  -2.64
H  -0.18  4.82  0.59
H  0.64  3.34  1.03
H  -1.88  4.49  2.36
H  6.03  6.80  2.47
H  -1.97  -0.35  1.38
H  -1.83  1.08  6.31
H  -3.18  0.59  -7.35
H  0.93  -1.61  -5.01
H  -2.14  -3.17  -5.36
H  5.34  2.16  -4.22
H  0.85  -0.25  5.44
H  4.35  7.15  2.80
H  -3.13  -3.08  -3.87
H  -0.82  -0.42  -1.86
H  -1.54  0.18  4.82
H  -1.48  -4.65  0.43
H  -1.50  2.81  2.17
H  1.17  -4.72  5.71
H  -5.40  0.83  -1.38
H  5.10  7.51  1.20
H  -1.65  -1.90  5.88
H  0.32  -0.11  -8.66
H  2.77  -2.47  0.79
H  -2.73  -1.17  6.97
H  -1.14  -1.29  2.52
H  3.24  3.46  0.34
H  -4.81  2.23  -3.03
H  1.53  -6.65  3.72
H  1.83  -3.05  -2.59
H  -4.73  -0.13  -7.39
H  -2.90  -4.25  -0.46
H  3.49  3.90  -1.23
H  -3.73  -1.63  -0.49

SMILES: CCOS(C)(=O)=O.CCOS(C)(=O)=O.CCOS(C)(=O)=O.CCOS(C)(=O)=O.O=C1CCCO1.O=C1CCCO1.O=C1CCCO1.O=C1CCCO1.O=C1CCCO1.CNC(C)=O.CNC(C)=O.CNC(C)=O
E_LUMO: 0.0010 Ha
DFT total energy: -5250.1122 Eh

These are the Mulliken partial charges, in e, on atoms 1 to 5: atom 1 (S): 1.310, atom 2 (S): 0.706, atom 3 (S): 1.189, atom 4 (S): 1.241, atom 5 (O): -0.443